Below is the molecule C3H5Cl2NOS in a non-equilibrium geometry, with properties calculated with wB97M-V/def2-TZVPD.

Output
- Spin multiplicity: 1
- HOMO: -9.23 eV
- Maximum force: 2.1 eV/A
- Kohn-Sham gap: 0.35067 Ha
- Electronic energy: -42607.988 eV
- Relative energy (zero: lowest compared OMol25 entry of this formula, charge and spin): 11.1 kcal per mole

Cartesian coordinates (Å):
O: -0.13 0.08 -1.62
C: 0.41 1.05 -0.70
C: 0.08 0.68 0.74
Cl: -1.68 0.95 0.89
Cl: 0.90 1.76 1.88
C: 0.52 -0.86 0.94
N: -0.11 -1.90 0.55
S: -1.59 -2.28 -0.19
H: 0.42 -0.71 -1.45
H: 1.54 1.24 -0.75
H: -0.05 2.10 -0.90
H: 1.54 -1.04 1.39
H: -1.86 -1.07 -0.79

Below is a cluster of 2 separate species, C4H5NO3 in total in a non-equilibrium geometry, with properties calculated with wB97M-V/def2-TZVPD.

Output
- Spin multiplicity: 1
- HOMO: -9.67 eV
- Maximum force: 3.2 eV/A
- Kohn-Sham gap: 0.30505 Ha
- Electronic energy: -11859.318 eV
- Relative energy (zero: lowest compared OMol25 entry of this formula, charge and spin): 61.9 kcal per mole

Cartesian coordinates (Å):
N: -1.98 -0.89 0.55
C: -1.89 0.43 0.36
O: -2.84 1.14 0.02
C: -0.53 1.05 0.54
C: 0.61 0.40 0.28
C: 1.90 0.79 0.22
O: 3.01 0.86 0.54
H: -2.88 -1.35 0.49
H: -1.19 -1.44 0.87
H: -0.56 2.11 0.81
O: 2.14 -0.93 -1.93
H: 1.29 -1.11 -1.36
H: 2.92 -1.04 -1.37

Below is a structure of composition C14H26BrIN2OSi2 in a non-equilibrium geometry, with properties calculated with wB97M-V/def2-TZVPD.

Output
- Spin multiplicity: 1
- HOMO: -8.17 eV
- Maximum force: 5.2 eV/A
- Kohn-Sham gap: 0.30101 Ha
- Electronic energy: -113860.708 eV

Cartesian coordinates (Å):
C: 1.86 1.09 2.67
C: 1.99 2.27 1.50
C: 0.50 2.84 1.09
C: 0.40 3.29 -0.52
N: -0.04 2.05 -1.30
Si: -1.77 2.12 -1.78
Br: -1.86 3.61 -3.56
I: -3.08 3.14 0.06
O: -2.43 0.61 -2.39
Si: -2.03 -0.77 -1.38
C: -0.94 -2.10 -2.32
C: 0.56 -2.01 -1.57
C: 1.84 -1.33 -2.33
C: 3.27 -1.24 -1.50
C: 3.28 -1.84 0.03
C: 4.70 -1.70 0.87
C: 2.01 -2.55 0.79
C: 0.59 -2.64 -0.03
N: -3.53 -1.53 -0.65
C: -3.71 -0.99 0.78
C: -5.28 -1.24 1.28
H: 1.13 1.51 3.50
H: 1.47 0.07 2.24
H: 2.90 0.90 3.19
H: 2.62 3.14 1.99
H: 2.55 1.83 0.55
H: -0.24 1.91 1.19
H: 0.20 3.74 1.79
H: 1.48 3.64 -0.87
H: -0.30 4.22 -0.68
H: 0.53 2.12 -2.20
H: -1.25 -0.27 -0.22
H: -1.39 -3.18 -2.24
H: -0.82 -1.86 -3.46
H: 1.72 -0.91 -3.44
H: 4.17 -0.74 -2.06
H: 4.63 -2.30 1.90
H: 4.77 -0.55 1.18
H: 5.61 -2.02 0.20
H: 2.03 -2.97 1.88
H: -0.38 -3.14 0.44
H: -4.33 -1.14 -1.22
H: -2.94 -1.46 1.54
H: -3.54 0.17 0.78
H: -6.04 -0.62 0.62
H: -5.51 -2.39 1.29
H: -5.37 -0.77 2.38